Here is C5H5N in the gas phase at a distorted geometry from OMol25. Energies are from ωB97M-V/def2-TZVPD.

Positions of all 11 atoms, in Å:
C -1.1007 -0.8886 0.2775
C -0.6185 0.5341 -0.0013
C 0.8372 0.6209 -0.4445
C 1.2883 1.0726 -1.5930
C 2.0923 0.2474 0.1739
N 3.1793 0.0103 0.5110
H -0.5327 -1.3407 1.0946
H -0.9923 -1.5164 -0.6117
H -2.1606 -0.8881 0.5591
H -0.7935 1.1873 0.8613
H -1.1989 0.9612 -0.8269

The value obtained for the HOMO-LUMO gap is 9.5 eV. For the energy above the lowest of the compared OMol25 structures with the same formula, charge and spin, the calculation gives 410.6 kJ/mol. For the molecular weight, the calculation gives 79.10 g mol⁻¹. The calculation puts the HOMO energy at -10.66 eV.


Here is C5H12N2O2 as an isolated structure at a distorted geometry from OMol25. Energies are from ωB97M-V/def2-TZVPD.

Positions of all 21 atoms, in Å:
C 0.0302 -1.9119 -1.0581
N -0.5220 -0.6764 -0.5332
C -1.3212 -0.2254 1.1274
O -0.5040 -0.9157 2.0742
O -2.5363 -0.3949 1.1579
H -1.1230 -1.3871 2.6487
H -1.3244 -0.3979 -1.0902
H -0.6996 -2.7183 -0.9537
H 0.2977 -1.7970 -2.1142
H 0.9124 -2.1926 -0.4828
C 0.7654 1.6059 -1.2655
C 0.4871 0.7661 -0.0441
N 1.6109 0.3904 0.6580
C -0.6561 1.1673 0.8651
H 1.4004 -0.1907 1.4656
H 2.3582 0.0011 0.1000
H 1.1252 2.5843 -0.9427
H 1.5111 1.1238 -1.8967
H -0.1440 1.7574 -1.8416
H -1.3676 1.7976 0.3358
H -0.3003 1.6141 1.7903

The value obtained for the HOMO-LUMO gap is 9.4 eV. For the energy above the lowest of the compared OMol25 structures with the same formula, charge and spin, the calculation gives 210.7 kJ/mol. For the molecular weight, the calculation gives 132.16 g mol⁻¹. The calculation puts the HOMO energy at -8.68 eV.


Here is C20H25NO3 in the gas phase from OMol25. Energies are from ωB97M-V/def2-TZVPD.

Positions of all 49 atoms, in Å:
C 5.0019 2.9132 0.3401
O 5.3594 1.5502 0.3091
C 4.4192 0.5796 0.1115
C 4.8535 -0.7050 0.4210
C 4.0382 -1.8072 0.2629
C 2.7496 -1.6519 -0.2203
C 1.8365 -2.8351 -0.3692
C 0.8737 -2.9570 0.8309
N -0.0907 -1.8990 0.8259
C -1.2116 -1.9222 0.2162
C -1.7414 -3.0849 -0.5850
C -2.0446 -0.7189 0.2921
C -3.3368 -0.6878 -0.2431
C -4.1376 0.4359 -0.2090
C -5.5175 0.4013 -0.7942
C -3.6413 1.6079 0.3787
C -4.4740 2.8499 0.4298
C -2.3696 1.5989 0.9158
C -1.5643 0.4610 0.8974
O -0.3463 0.5551 1.4492
C 2.3066 -0.3743 -0.5355
C 3.1121 0.7470 -0.3834
O 2.6978 2.0111 -0.7171
C 1.3316 2.2252 -0.9827
H 4.6991 3.2772 -0.6437
H 4.1996 3.1027 1.0570
H 5.9040 3.4355 0.6600
H 5.8600 -0.8092 0.7946
H 4.4097 -2.7887 0.5171
H 1.2470 -2.7456 -1.2848
H 2.4287 -3.7499 -0.4257
H 1.4493 -2.8461 1.7551
H 0.4162 -3.9552 0.8287
H -1.0077 -3.8811 -0.6651
H -1.9989 -2.7536 -1.5891
H -2.6362 -3.4847 -0.1102
H -3.7415 -1.5782 -0.6987
H -5.6176 1.1400 -1.5890
H -6.2633 0.6308 -0.0337
H -5.7376 -0.5801 -1.2066
H -5.3977 2.6679 0.9782
H -4.7455 3.1702 -0.5756
H -3.9332 3.6561 0.9177
H -1.9643 2.4854 1.3801
H 0.0699 -0.3500 1.3737
H 1.3056 -0.2596 -0.9191
H 1.2251 3.3037 -1.0940
H 1.0181 1.7391 -1.9126
H 0.7067 1.8799 -0.1555

The value obtained for the HOMO-LUMO gap is 8.4 eV. Its SMILES is COc1ccc(CC/N=C(\C)c2cc(C)c(C)cc2O)cc1OC. For the energy above the lowest of the compared OMol25 structures with the same formula, charge and spin, the calculation gives 276.8 kJ/mol. For the molecular weight, the calculation gives 327.42 g mol⁻¹. The calculation puts the HOMO energy at -7.75 eV.